No. 1
159
Properties=species:S:1:pos:R:3:lowdin_charge:R:1 method="wB97M-V/def2-TZVPD" orbital_gap_ha=0.270 homo_ev=-8.23 charge=0 lumo_ev=-0.871
C -0.822 1.909 2.749 -0.09
C 0.093 3.127 2.284 -0.27
N -0.413 3.656 0.996 -0.23
C 0.331 4.869 0.552 -0.23
C 0.602 4.955 -0.995 -0.12
C -0.425 2.611 -0.009 -1.04
S 0.733 1.471 -0.246 0.72
S -1.900 2.583 -1.128 0.82
C -2.802 1.028 -0.628 -0.44
C -3.696 0.635 -1.870 -0.27
C -3.147 -0.600 -2.705 -0.16
C -2.941 -0.312 -4.219 -0.05
C -4.110 0.217 -5.106 -0.08
C -5.591 0.483 -4.455 -0.57
Cl -6.360 -1.062 -3.744 0.57
C -6.667 1.041 -5.498 -0.74
C -7.866 1.752 -4.733 -0.13
Cl -7.235 -0.297 -6.601 0.56
C -3.858 0.505 -6.624 0.04
C -2.478 0.251 -7.309 -0.13
C -2.340 0.584 -8.820 -0.07
C -1.368 -0.310 -6.410 0.01
C -1.579 -0.570 -4.894 0.03
C -0.323 -1.094 -4.134 -0.28
O 0.024 -0.716 -3.040 0.07
C 0.521 -2.153 -4.939 -0.01
C 1.147 -3.318 -4.338 -0.15
C 1.075 -3.610 -2.803 -0.14
C 2.553 -3.400 -2.222 -0.19
C 3.206 -2.025 -2.636 -0.20
C 4.166 -2.090 -3.878 -0.19
C 5.024 -0.749 -4.078 -0.19
C 4.774 -0.067 -5.484 -0.21
C 6.138 0.225 -6.261 -0.16
C 5.894 0.534 -7.792 -0.22
O 6.979 -0.059 -8.558 -0.23
C 7.327 0.806 -9.643 -0.14
C 1.909 -4.283 -5.175 -0.02
C 2.050 -4.080 -6.622 -0.04
C 1.417 -2.887 -7.226 -0.02
C 0.689 -1.937 -6.417 -0.06
C 0.036 -0.631 -7.004 -0.30
O 0.613 0.059 -7.812 0.10
H -1.853 2.136 2.357 0.08
H -0.791 1.768 3.858 0.07
H -0.439 0.972 2.271 0.05
H 1.185 2.868 2.267 0.10
H -0.034 3.930 3.066 0.12
H -0.294 5.773 0.816 0.12
H 1.303 4.993 1.102 0.12
H -0.340 4.937 -1.617 0.06
H 1.320 4.182 -1.372 0.06
H 1.077 5.956 -1.218 0.08
H -3.419 1.214 0.296 0.08
H -2.052 0.215 -0.432 0.07
H -3.780 1.539 -2.542 0.07
H -4.760 0.401 -1.568 0.10
H -3.899 -1.439 -2.615 0.09
H -2.227 -0.965 -2.182 0.10
H -5.546 1.241 -3.625 0.08
H -6.161 1.864 -6.081 0.10
H -8.437 0.958 -4.189 0.07
H -8.518 2.338 -5.438 0.09
H -7.370 2.428 -3.976 0.09
H -4.653 0.912 -7.299 0.08
H -1.290 0.587 -9.200 0.07
H -2.928 -0.158 -9.419 0.09
H -2.729 1.633 -8.968 0.09
H 0.359 -2.942 -2.263 0.10
H 0.832 -4.701 -2.666 0.12
H 2.418 -3.366 -1.098 0.11
H 3.211 -4.296 -2.407 0.11
H 2.425 -1.218 -2.752 0.11
H 3.840 -1.693 -1.758 0.11
H 4.829 -3.002 -3.883 0.11
H 3.553 -2.175 -4.823 0.08
H 4.870 -0.023 -3.237 0.11
H 6.104 -1.084 -4.075 0.10
H 4.183 0.890 -5.368 0.11
H 4.169 -0.706 -6.190 0.09
H 6.741 -0.727 -6.231 0.12
H 6.654 1.087 -5.766 0.11
H 4.940 0.071 -8.161 0.12
H 5.891 1.631 -8.026 0.11
H 7.929 0.204 -10.376 0.09
H 6.436 1.216 -10.196 0.09
H 7.961 1.668 -9.283 0.09
H 2.379 -5.156 -4.656 0.11
H 2.630 -4.819 -7.225 0.10
H 1.514 -2.742 -8.332 0.11
C 3.190 1.263 9.498 -0.10
O 2.126 2.199 9.526 -0.20
C 2.302 3.310 8.658 -0.18
C 1.155 3.502 7.669 -0.18
O 0.879 2.446 6.757 -0.12
C 0.476 1.188 7.292 -0.17
C -0.823 1.137 8.102 -0.18
O -0.799 1.958 9.258 -0.20
C -1.829 2.927 9.322 -0.11
H 3.805 1.388 10.396 0.08
H 2.764 0.256 9.519 0.08
H 3.817 1.348 8.609 0.09
H 3.251 3.260 8.121 0.12
H 2.333 4.201 9.299 0.13
H 1.426 4.357 7.038 0.13
H 0.238 3.810 8.169 0.10
H 1.300 0.742 7.849 0.10
H 0.333 0.532 6.427 0.12
H -0.957 0.108 8.448 0.13
H -1.669 1.380 7.450 0.12
H -2.249 3.166 8.340 0.09
H -1.415 3.845 9.745 0.08
H -2.623 2.574 9.987 0.09
C -4.589 -7.788 -9.249 -0.11
O -4.033 -6.509 -9.008 -0.19
C -4.127 -5.607 -10.101 -0.19
C -4.828 -4.295 -9.754 -0.18
O -6.174 -4.360 -9.299 -0.12
C -6.449 -5.049 -8.085 -0.17
C -5.812 -4.515 -6.800 -0.18
O -4.391 -4.517 -6.831 -0.19
C -3.819 -3.241 -6.609 -0.11
H -3.781 -8.508 -9.423 0.09
H -5.132 -8.103 -8.354 0.08
H -5.283 -7.804 -10.091 0.09
H -4.607 -6.067 -10.967 0.12
H -3.097 -5.360 -10.388 0.13
H -4.871 -3.711 -10.681 0.13
H -4.234 -3.688 -9.072 0.10
H -6.246 -6.112 -8.206 0.10
H -7.534 -4.982 -7.950 0.13
H -6.113 -5.174 -5.980 0.13
H -6.207 -3.514 -6.583 0.11
H -4.493 -2.406 -6.822 0.07
H -2.949 -3.143 -7.262 0.08
H -3.474 -3.173 -5.572 0.09
C 3.116 4.523 13.672 -0.11
O 2.525 3.570 14.535 -0.19
C 2.021 2.413 13.881 -0.18
C 2.601 1.108 14.422 -0.17
O 4.009 0.920 14.336 -0.12
C 4.860 1.814 15.042 -0.18
C 4.745 1.858 16.568 -0.19
O 3.461 2.251 17.025 -0.19
C 2.824 1.322 17.881 -0.11
H 2.427 5.364 13.533 0.09
H 4.022 4.906 14.148 0.08
H 3.391 4.111 12.699 0.08
H 2.160 2.461 12.799 0.11
H 0.940 2.397 14.072 0.13
H 2.169 0.302 13.819 0.13
H 2.261 0.906 15.437 0.10
H 4.784 2.815 14.618 0.10
H 5.880 1.487 14.815 0.13
H 5.453 2.608 16.933 0.12
H 5.044 0.890 16.986 0.12
H 3.211 0.305 17.769 0.09
H 1.758 1.306 17.643 0.08
H 2.934 1.647 18.921 0.09

No. 2
12
Properties=species:S:1:pos:R:3:nbo_charge:R:1 method="wB97M-V/def2-TZVPD" orbital_gap_ha="0.329 / 0.314" homo_ev="-8.22 / -7.77" charge=0 lumo_ev="0.724 / 0.788" e_above_lowest_kj_mol=352.0
C -0.963 0.132 1.251 -0.71
C 1.673 -0.867 -0.553 -0.01
C -0.633 0.386 -0.259 0.65
O -0.450 1.666 -0.595 -0.69
F 2.117 -0.760 -1.852 -0.37
F -1.506 -0.278 -1.107 -0.37
H -0.267 0.383 2.076 0.24
H -1.954 0.522 1.374 0.22
H -1.110 -0.902 1.428 0.23
H 1.317 -1.828 -0.333 0.15
H 2.232 -0.122 0.126 0.16
H -0.457 1.669 -1.557 0.50

No. 3
13
Properties=species:S:1:pos:R:3:nbo_charge:R:1 method="wB97M-V/def2-TZVPD" orbital_gap_ha=0.389 homo_ev=-9.68 charge=0 lumo_ev=0.912 e_above_lowest_kj_mol=57.1
C 1.615 -0.142 1.337 -0.41
N 0.528 -0.942 0.821 -0.63
C -0.433 -0.607 -0.075 0.88
O -1.305 -1.383 -0.416 -0.66
O -0.330 0.654 -0.542 -0.52
C -1.354 0.958 -1.489 -0.25
H 2.590 -0.535 1.026 0.19
H 1.589 -0.102 2.432 0.20
H 1.518 0.876 0.961 0.23
H 0.399 -1.893 1.127 0.40
H -1.274 0.310 -2.364 0.19
H -1.205 1.997 -1.779 0.19
H -2.338 0.809 -1.039 0.20

No. 4
50
Properties=species:S:1:pos:R:3:nbo_charge:R:1 method="wB97M-V/def2-TZVPD" orbital_gap_ha=0.334 homo_ev=-8.56 charge=0 lumo_ev=0.529 e_above_lowest_kj_mol=41.5
C -4.488 0.719 -6.082 -0.63
C -3.807 0.158 -4.872 -0.01
C -4.342 0.352 -3.605 -0.20
C -3.726 -0.174 -2.485 -0.24
C -2.558 -0.917 -2.603 0.02
C -2.021 -1.115 -3.871 -0.23
C -2.638 -0.585 -4.988 -0.21
H -2.206 -0.750 -5.965 0.21
H -1.112 -1.690 -3.977 0.21
C -1.852 -1.459 -1.412 -0.64
H -2.334 -1.203 -0.470 0.24
H -1.719 -2.540 -1.469 0.24
S -0.117 -0.783 -1.374 1.26
O 0.484 -1.311 -0.152 -0.98
C -0.621 1.002 -0.984 -0.64
C -1.064 1.083 0.413 0.27
C -2.308 1.091 0.990 -0.31
C -2.098 1.048 2.383 -0.25
C -0.739 1.004 2.564 0.17
C 0.059 0.868 3.797 0.63
O -0.445 0.817 4.904 -0.62
N 1.389 0.814 3.561 -0.61
H 1.707 0.777 2.603 0.41
C 2.354 0.463 4.570 -0.22
H 1.811 0.375 5.513 0.24
C 3.056 -0.860 4.217 -0.45
C 3.822 -0.711 2.933 0.07
C 5.122 -0.219 2.946 -0.25
C 5.814 -0.020 1.765 -0.20
C 5.211 -0.304 0.550 -0.23
C 3.917 -0.793 0.527 -0.19
C 3.227 -0.997 1.710 -0.27
H 2.221 -1.388 1.666 0.24
H 3.432 -1.021 -0.410 0.22
H 5.751 -0.147 -0.372 0.21
H 6.826 0.358 1.791 0.21
H 5.597 0.006 3.891 0.21
H 3.729 -1.124 5.034 0.22
H 2.301 -1.642 4.119 0.22
H 3.099 1.262 4.656 0.19
O -0.115 1.031 1.364 -0.39
H -2.836 1.040 3.158 0.24
H -3.249 1.149 0.481 0.23
H 0.284 1.585 -1.148 0.25
H -1.396 1.275 -1.694 0.25
H -4.162 -0.016 -1.509 0.21
H -5.252 0.924 -3.494 0.21
H -5.306 0.065 -6.385 0.22
H -4.907 1.701 -5.870 0.22
H -3.795 0.802 -6.915 0.22

No. 5
72
Properties=species:S:1:pos:R:3:lowdin_charge:R:1 method="wB97M-V/def2-TZVPD" orbital_gap_ha="0.248 / 0.248" homo_ev="-7.30 / -7.30" charge=0 lumo_ev="-0.558 / -0.552" e_above_lowest_kj_mol=90.1
Ni 0.356 -0.302 0.524 0.29
Br -2.879 0.610 -3.088 0.76
C -3.202 0.262 -1.257 -0.60
C -4.464 0.499 -0.715 -0.17
C -4.722 0.248 0.609 -0.63
Br -6.483 0.531 1.273 0.75
C -3.702 -0.207 1.468 -0.19
C -3.844 -0.478 2.844 -0.02
C -2.759 -0.881 3.576 -0.03
C -1.506 -0.972 2.957 -0.12
N -1.337 -0.721 1.679 0.07
C -2.411 -0.394 0.912 -0.12
C -2.143 -0.248 -0.499 -0.44
O -1.002 -0.591 -0.955 -0.14
H -5.246 0.878 -1.359 0.10
H -4.816 -0.360 3.303 0.08
H -2.853 -1.118 4.627 0.11
H -0.625 -1.255 3.519 0.07
Cl 3.920 3.505 -4.696 0.65
C 3.329 2.433 -3.462 -0.68
C 4.002 1.228 -3.214 -0.08
C 3.541 0.363 -2.259 -0.01
C 2.392 0.651 -1.473 -0.34
O 2.019 -0.195 -0.575 -0.24
C 1.750 1.899 -1.724 -0.12
C 0.619 2.315 -0.954 -0.16
O 0.158 1.761 0.036 0.00
C 2.221 2.758 -2.734 -0.06
H 4.886 0.988 -3.790 0.11
H 4.052 -0.572 -2.065 0.11
H 0.129 3.240 -1.304 0.14
H 1.696 3.688 -2.917 0.12
C 1.092 -2.905 4.951 -0.21
Si 1.555 -3.605 3.246 0.33
C 3.304 -4.324 3.299 -0.21
C 0.256 -4.955 2.978 -0.21
As 1.664 -2.030 1.474 0.94
Si 1.519 -3.362 -0.538 0.40
C 2.457 -4.992 -0.307 -0.22
C 2.000 -2.648 -2.207 -0.18
C -0.332 -3.731 -0.531 -0.20
Si 3.031 -0.292 2.468 0.39
C 1.719 0.802 3.304 -0.21
C 4.131 -0.939 3.873 -0.23
C 4.187 0.757 1.413 -0.19
H 1.468 -3.576 5.726 0.04
H 0.007 -2.859 5.059 0.02
H 1.494 -1.910 5.151 0.01
H 3.406 -5.112 4.046 0.04
H 4.024 -3.536 3.527 0.00
H 3.568 -4.736 2.323 0.01
H 0.383 -5.744 3.723 0.04
H 0.305 -5.416 1.992 0.00
H -0.744 -4.534 3.105 0.03
H 3.538 -4.846 -0.248 0.03
H 2.259 -5.632 -1.171 0.03
H 2.135 -5.530 0.587 0.00
H 3.080 -2.549 -2.320 0.02
H 1.541 -1.671 -2.356 0.03
H 1.635 -3.320 -2.987 0.04
H -0.657 -4.188 0.405 0.01
H -0.606 -4.398 -1.351 0.04
H -0.884 -2.796 -0.657 0.01
H 1.195 0.262 4.096 0.01
H 0.973 1.133 2.582 0.00
H 2.157 1.699 3.746 0.04
H 3.666 -1.714 4.482 -0.01
H 4.377 -0.098 4.526 0.04
H 5.072 -1.331 3.481 0.03
H 3.654 1.587 0.952 0.03
H 4.645 0.173 0.615 0.03
H 4.983 1.168 2.039 0.04

No. 6
41
Properties=species:S:1:pos:R:3:nbo_charge:R:1 method="wB97M-V/def2-TZVPD" orbital_gap_ha=0.304 homo_ev=-7.98 charge=0 lumo_ev=0.298 e_above_lowest_kj_mol=0.0
C -0.183 -5.501 -4.496 -0.60
C -0.878 -5.521 -3.135 -0.45
C -0.669 -4.255 -2.397 0.08
N -0.119 -4.153 -1.247 -0.24
N -0.032 -2.921 -0.770 -0.34
C -0.521 -2.025 -1.556 0.25
N -0.572 -0.677 -1.343 -0.63
C -0.268 0.063 -0.223 0.69
O -0.402 1.264 -0.258 -0.58
C 0.123 -0.692 1.016 -0.64
S -1.467 -1.088 1.852 0.31
C -1.958 0.546 2.170 0.27
N -3.135 1.070 2.052 -0.29
N -3.011 2.367 2.390 -0.29
C -1.773 2.572 2.700 0.44
C -1.105 3.868 3.016 -0.27
N -0.263 4.301 1.920 -0.58
C 0.822 3.544 1.505 0.16
C 1.531 2.704 2.364 -0.26
C 2.613 1.976 1.906 -0.21
C 3.008 2.086 0.585 -0.08
Cl 4.334 1.135 0.001 -0.01
C 2.344 2.945 -0.276 -0.22
C 1.261 3.663 0.184 -0.18
O -1.041 1.440 2.598 -0.42
S -1.171 -2.693 -3.053 0.30
H -0.577 -4.697 -5.114 0.20
H -0.346 -6.445 -5.009 0.22
H 0.888 -5.353 -4.373 0.21
H -0.486 -6.330 -2.517 0.24
H -1.950 -5.678 -3.276 0.22
H -0.919 -0.119 -2.116 0.42
H 0.727 -0.068 1.672 0.26
H 0.592 -1.649 0.799 0.29
H -1.878 4.618 3.186 0.24
H -0.500 3.766 3.922 0.22
H -0.794 4.670 1.142 0.38
H 1.240 2.599 3.397 0.21
H 3.145 1.317 2.576 0.23
H 2.662 3.035 -1.303 0.23
H 0.729 4.315 -0.492 0.20

| no. | molar mass (g mol⁻¹) |
| --- | --- |
| 1 | 1067.33 |
| 2 | 96.08 |
| 3 | 89.09 |
| 4 | 381.50 |
| 5 | 810.69 |
| 6 | 410.91 |